Here is 2 unconnected molecules or ions with the total composition C4H14NO at a distorted geometry from the Open Molecules 2025 dataset. Energies are from ωB97M-V/def2-TZVPD.

Structure (XYZ):
```
20
Properties=species:S:1:pos:R:3:forces:R:3
C 0.64518 1.32428 -1.63740 1.0887 1.1389 -0.0630
C 0.62694 0.21930 -0.63504 -2.3953 -1.3881 1.4666
N -0.73846 0.25452 0.25376 1.1929 1.1242 0.1326
C -0.61283 0.06332 1.71429 -0.9857 -0.0109 0.7711
C 1.82683 0.20717 0.25552 1.6633 0.8734 -0.6347
H 0.96772 2.26167 -1.16339 -0.2805 -0.1180 0.1752
H 1.48502 1.13226 -2.30648 -0.1592 -0.2154 -0.2377
H -0.21926 1.57041 -2.24238 -0.3767 -0.5584 0.0644
H 0.41112 -0.76520 -1.05442 0.7425 0.0917 -0.4633
H -1.36314 -0.47012 -0.08237 -0.4396 -0.2750 -0.2905
H -1.16739 1.16997 0.15301 -0.1778 -0.0009 -0.4390
H -0.33196 -0.95034 1.96783 0.6008 0.0229 -0.1507
H -1.60735 0.16866 2.16492 0.0127 0.0706 -0.3320
H -0.02357 0.85639 2.15896 0.4674 -0.2526 -0.0789
H 2.07755 1.20457 0.63305 -0.3835 -0.0060 0.0824
H 1.96825 -0.48680 1.07369 -0.6259 -0.4012 -0.0974
H 2.65825 0.02897 -0.44152 -0.0307 -0.1898 0.1914
H -2.87858 -2.74829 0.07816 0.2335 0.3211 0.2103
H -1.70622 -2.72495 -0.83926 0.5834 -0.6088 -1.0665
O -2.01810 -2.31579 -0.05092 -0.7303 0.3822 0.7594
```
Forces are in eV/Å.

The net charge is +1. For the energy above the lowest of the compared OMol25 structures with the same formula, charge and spin, the calculation gives 64.2 kJ/mol. For the max |F|, the calculation gives 0.0609 hartree/bohr. The calculation puts the frontier orbital gap at 0.4870 hartree.

---

Here is 12 unconnected molecules or ions with the total composition C46H96O22 at a distorted geometry from the Open Molecules 2025 dataset. Energies are from ωB97M-V/def2-TZVPD.

Structure (XYZ):
```
164
Properties=species:S:1:pos:R:3:forces:R:3
C -3.57932 -3.53012 -1.21827 0.0904 0.9105 -1.8357
C -3.27982 -4.70332 -2.12923 -0.9022 -1.1118 0.6637
O -2.91119 -5.79340 -1.29632 0.2775 -2.0206 0.9745
C -2.77256 -7.02353 -1.87312 1.3624 0.4904 1.5247
C -2.55478 -8.15405 -0.87333 -1.0562 1.5266 0.4817
O -2.70745 -7.22228 -3.04503 -0.4922 0.2569 -1.2239
H -3.84428 -3.75049 -0.23754 -0.2752 -1.1853 1.7759
H -4.47652 -3.02253 -1.57477 0.3092 0.4587 -0.3183
H -2.72010 -2.85883 -1.16310 -0.2690 0.1604 -0.2090
H -4.13416 -5.14221 -2.67010 0.1153 1.0296 -0.3338
H -2.43973 -4.54064 -2.76004 0.4392 0.4889 -0.9204
H -1.88627 -8.87397 -1.29303 0.0840 -0.5441 -0.1730
H -3.55157 -8.50865 -0.63835 -0.2196 -0.7653 -0.3757
H -2.25251 -7.81426 0.10858 0.6137 0.3437 -0.0070
C 6.74245 1.92339 6.92368 -0.5519 -1.0241 0.1027
C 6.72233 2.82293 5.73162 -0.3113 1.0796 1.7820
O 5.73462 2.27348 4.90379 -0.3893 -1.2358 -0.1515
C 5.58360 2.80699 3.71455 1.1285 1.4670 -1.4679
C 4.66090 2.06639 2.84267 -1.2511 0.0073 0.3987
O 6.21499 3.77534 3.34570 -0.2282 -0.1466 0.2914
H 7.12562 0.94092 6.61977 0.3066 0.2331 0.4692
H 5.74602 1.73600 7.29570 -0.6262 -0.0264 -0.2253
H 7.19154 2.35321 7.79177 1.1145 0.1681 0.3006
H 6.33685 3.80965 6.05133 0.7104 -0.1104 -0.3721
H 7.72747 2.86804 5.31518 -0.3087 0.2723 -0.5774
H 4.68816 2.40053 1.83978 0.3413 0.5617 -0.9233
H 3.62487 2.20443 3.16259 0.0394 -0.2016 0.1991
H 4.91001 1.03405 2.85714 0.0371 -1.0287 0.1172
C 1.64259 -1.12221 -4.29986 -1.4457 -0.4415 0.4856
C 1.22796 -2.42072 -3.60168 0.7132 -1.0859 -0.4165
O 1.25388 -3.52603 -4.62088 -0.1387 0.1588 0.2502
C 0.87496 -4.70690 -4.09508 -0.7376 -0.0255 -0.4147
C 0.84162 -5.89997 -5.03172 -0.5217 0.1700 1.0278
O 0.49610 -4.81742 -2.96019 0.0376 0.0012 0.7870
H 0.76294 -0.61412 -4.78442 0.9602 -0.7015 0.1293
H 2.42880 -1.38346 -4.96903 0.5024 0.1645 -0.8855
H 2.03737 -0.42818 -3.57842 0.1251 0.2212 0.4076
H 1.93839 -2.83130 -2.83051 -0.8185 1.1569 -0.4694
H 0.20326 -2.37727 -3.24839 0.0266 0.0248 0.4022
H 1.59544 -6.60967 -4.67234 -0.1598 0.0827 -0.4479
H 0.92612 -5.59506 -6.03356 0.8232 0.2499 -1.3593
H -0.15543 -6.36675 -4.99099 0.3723 0.1036 0.5270
C 3.81210 2.00034 -1.21622 -2.0704 -1.0837 0.3432
C 4.85179 0.94764 -0.86823 0.7941 0.1970 -0.2519
O 5.43423 0.28219 -2.05628 -1.7258 0.2658 0.8691
C 4.72552 -0.78479 -2.45835 1.6012 -0.5192 -0.4714
C 5.47765 -1.49365 -3.55996 -1.1842 0.0961 0.7904
O 3.73565 -1.25049 -1.95477 -0.2228 0.6189 0.2985
H 4.22169 2.83190 -1.72699 0.6811 0.9305 -0.3167
H 3.21493 2.33085 -0.32137 0.9315 -0.2589 -0.5220
H 3.00301 1.62916 -1.89311 0.7000 -0.1825 0.3736
H 5.74032 1.42776 -0.46006 -0.1206 0.0216 0.2320
H 4.51795 0.17877 -0.16871 -0.1841 0.1773 -0.2331
H 6.52564 -1.34489 -3.47879 0.7940 0.0944 -0.1815
H 5.06719 -1.28767 -4.51352 -0.1101 0.9175 -1.1255
H 5.16420 -2.49832 -3.45022 0.2547 -1.3919 0.3241
C 4.29327 -4.76937 -1.20230 -0.3437 -0.5773 2.5196
C 5.25046 -3.95105 -0.38209 -0.9347 0.2189 0.3260
O 4.52444 -3.30511 0.68812 -0.6156 -0.6902 -0.2358
C 5.09877 -2.27155 1.26731 1.5926 0.5534 -0.9058
C 4.51543 -1.87242 2.53206 -0.2174 1.7350 1.8760
O 6.09614 -1.73275 0.84270 0.1616 0.0233 -0.4498
H 3.34122 -4.22974 -1.20300 0.0611 -0.3276 -0.5305
H 4.19860 -5.73065 -0.62395 -0.4005 0.6489 -1.0852
H 4.75433 -4.90501 -2.14566 -0.0453 -0.4119 -1.1247
H 5.96469 -4.56849 0.09789 0.9801 -0.5678 0.3667
H 5.74220 -3.24235 -0.98413 0.6154 1.1448 -0.5037
H 4.11521 -2.72750 3.00971 -0.7548 -0.7924 0.6078
H 3.73383 -1.07868 2.44210 0.5285 -0.6600 -0.1784
H 5.33848 -1.48389 3.19244 -0.7919 -0.2302 -0.7381
C -4.55525 4.49694 -3.22950 1.4054 -1.6284 0.2810
C -3.80171 4.26814 -1.87253 -0.8430 -0.2617 -1.1530
O -4.66056 3.74593 -0.87047 -0.9113 -0.1566 0.5791
C -5.60199 4.58959 -0.37562 0.3114 -2.6583 0.0488
C -6.66613 3.87394 0.39263 1.0237 -0.2485 0.3939
O -5.56634 5.74547 -0.56673 -0.0008 3.0431 -0.5146
H -5.00603 5.46565 -3.30108 -0.3998 0.3799 0.0373
H -5.28913 3.65778 -3.39545 0.6643 0.9410 0.1185
H -3.74011 4.41208 -3.99515 -0.8820 0.1489 0.3027
H -3.10603 3.44303 -1.99028 0.3871 0.2327 -0.1018
H -3.32685 5.18333 -1.54549 0.2510 0.1146 0.1575
H -7.22950 4.58433 0.94266 -0.4337 0.6943 0.5882
H -6.20832 3.15089 1.06829 -0.1459 -0.0986 -0.1112
H -7.33588 3.40074 -0.28522 -0.4253 -0.6402 -0.6321
C 3.18215 0.47445 6.41767 0.6617 -1.5717 0.5206
C 2.12403 0.16977 5.33725 1.5773 0.7048 -1.5560
O 1.75941 -1.22095 5.10004 -0.1277 0.2953 0.2312
C 0.84018 -1.35336 4.11950 -0.1564 -0.1768 1.1465
C 0.38737 -2.73323 3.85923 0.2913 -1.1162 -0.6606
O 0.37744 -0.43174 3.50354 0.0208 1.1580 -0.3649
H 4.21767 0.12326 6.13777 -1.1239 0.3151 0.1378
H 2.93936 -0.03157 7.41213 0.1299 0.7848 -1.2611
H 3.25310 1.57301 6.56349 -0.2511 -0.7019 -0.1424
H 1.25775 0.73780 5.58535 -0.9376 0.1948 0.0167
H 2.48109 0.52010 4.31270 -0.3319 -0.0500 1.4369
H 1.31367 -3.25826 3.53473 -0.7267 -0.1344 0.1233
H -0.34582 -2.69012 3.01003 0.7225 -0.2514 1.0173
H -0.01873 -3.25003 4.75147 0.2539 0.3895 -0.5219
C -1.20522 3.05678 3.06996 0.9609 -0.0912 0.2813
C -2.01551 3.29650 1.81086 1.5403 0.1502 -0.5903
O -2.60111 4.63259 1.76033 -0.7676 -0.2458 0.7483
C -3.81763 4.66986 2.37967 0.7296 -1.8047 0.5244
C -4.40357 6.00382 2.56154 -1.3834 1.9996 1.5588
O -4.30510 3.64163 2.81779 -0.2892 0.9369 -0.2346
H -0.49956 3.85618 3.25913 0.2530 0.2702 -0.1271
H -0.63170 2.10701 3.15870 -0.3672 0.4224 -0.9174
H -1.81787 3.00076 3.93224 -1.0280 0.1997 0.8455
H -1.33586 3.28788 0.92649 -0.7795 -0.2735 0.5091
H -2.79142 2.55616 1.81527 -0.3335 -0.2520 -0.7917
H -3.64117 6.82228 2.54330 -0.7670 -0.7379 -0.1466
H -5.03042 6.07134 3.53350 1.5974 -0.4559 -1.1013
H -5.24376 6.22290 1.89008 0.6945 -0.1330 -0.6000
C -5.91944 0.81406 4.05848 1.3562 -0.6350 -0.7466
C -5.92801 -0.16627 2.83684 -0.9007 1.3249 1.8332
O -4.69237 -0.85038 2.92278 0.6618 0.3140 -2.3603
C -3.97078 -0.70935 1.76340 0.2403 0.7720 -0.3864
C -2.64088 -1.29272 1.92488 1.7820 -2.1032 1.1839
O -4.31078 -0.15761 0.73231 -0.3808 -0.5003 1.2710
H -5.44232 0.31074 4.91465 -0.6397 -0.0627 -0.1151
H -6.91791 1.13966 4.27419 -0.3966 0.3803 0.2950
H -5.22092 1.65690 3.85797 -0.8059 -0.3160 -0.1321
H -6.71658 -0.92567 2.92605 0.0524 0.3497 -0.1414
H -6.01787 0.43276 1.91799 0.0217 -0.6490 0.2266
H -2.78497 -2.39797 2.12849 0.1945 1.0749 0.0812
H -1.99125 -0.87892 2.74473 -1.0492 -0.2317 -0.4934
H -2.02023 -1.26205 1.04586 -0.2696 0.3061 -0.5556
C -4.98390 -0.00228 -2.90471 -0.9303 1.3141 -0.6505
C -3.94092 0.53398 -3.91164 -1.8972 1.2146 -0.2211
O -3.59053 -0.50953 -4.82285 -0.0426 -0.1727 -0.1220
C -2.73645 -1.40122 -4.28908 1.1448 0.6990 0.2850
C -2.41760 -2.51392 -5.26517 0.0573 0.3853 1.1646
O -2.25545 -1.23258 -3.18196 -0.1794 -0.7388 -0.9460
H -5.89253 -0.41189 -3.44707 0.9907 0.7753 0.5292
H -5.27802 0.72870 -2.10489 0.1719 -0.3539 -1.0086
H -4.56546 -0.79597 -2.37475 0.7613 -1.4058 0.8982
H -4.39024 1.38683 -4.48186 0.1734 -1.0504 -0.0912
H -3.04465 0.98184 -3.52799 0.4434 -0.2191 0.8477
H -3.36214 -2.84891 -5.60618 -1.0037 -0.9239 -0.1956
H -1.82804 -3.28070 -4.76221 -0.1421 0.0214 -0.2195
H -1.95588 -2.17472 -6.17154 0.6356 0.5100 -0.2134
C -0.04601 3.38220 -3.22192 -0.0006 -0.6977 0.4335
C 0.87808 4.60639 -3.40159 -0.1618 -0.0412 -0.9881
C 0.42452 5.77711 -2.51178 1.0521 -0.6626 -0.5523
O 2.24659 4.25779 -3.24265 0.1464 -0.3924 1.8532
H 0.14310 2.49929 -3.91517 -0.1911 1.4111 0.5151
H -1.10042 3.74891 -3.30208 0.7105 -0.6086 0.0376
H 0.11439 2.93421 -2.18803 -0.3214 0.7240 -0.9928
H 0.88385 4.95933 -4.45420 -0.4093 -0.2643 0.4551
H 1.17036 6.56998 -2.53712 0.4067 -0.2670 0.5821
H 0.14261 5.41131 -1.53097 0.1871 0.2744 0.3836
H -0.39346 6.27488 -2.95601 -1.4356 0.1998 -0.4632
H 2.36605 3.99008 -2.29294 -0.0280 0.3150 -1.2807
C 0.65236 -1.89962 0.09425 0.4114 0.4228 -0.6664
C 1.09505 -0.43854 -0.09436 -0.2281 -0.2180 -0.4639
C -0.05880 0.51363 -0.36809 0.1137 -0.0299 -0.4574
O 1.81345 0.00328 1.04844 0.1231 -0.2194 1.4064
H 1.49148 -2.46358 0.45565 0.8121 -0.4442 -0.3556
H 0.21648 -2.37286 -0.79865 0.2095 0.2245 0.2417
H -0.01950 -2.00684 0.90862 -1.1301 0.2563 0.6735
H 1.80098 -0.40128 -0.95853 -0.3330 0.0115 0.7961
H -0.83614 0.46380 0.36387 -0.5935 -0.3805 0.6286
H -0.50108 0.33650 -1.34060 -0.2202 -0.2401 -0.2860
H 0.22984 1.55357 -0.35202 0.6205 0.3455 -0.0449
H 1.33532 -0.22322 1.90016 0.3457 0.4317 -1.6118
```
Forces are in eV/Å.

For the energy above the lowest of the compared OMol25 structures with the same formula, charge and spin, the calculation gives 88.2 kJ/mol. The SMILES is CCOC(C)=O.CCOC(C)=O.CCOC(C)=O.CCOC(C)=O.CCOC(C)=O.CCOC(C)=O.CCOC(C)=O.CCOC(C)=O.CCOC(C)=O.CCOC(C)=O.CC(C)O.CC(C)O. For the max |F|, the calculation gives 0.0600 hartree/bohr. The calculation puts the frontier orbital gap at 0.3818 hartree.

---

Here is a molecular structure, C15H17CdN3O6S5 from the Open Molecules 2025 dataset. Energies are from ωB97M-V/def2-TZVPD.

Structure (XYZ):
```
47
Properties=species:S:1:pos:R:3:forces:R:3
Cd 1.48977 -0.27328 1.17968 0.0450 0.0362 0.0407
C -3.62694 2.56025 3.75412 -0.0105 0.0045 -0.0377
O -2.23351 2.48761 3.54162 0.0521 -0.0091 0.0127
C -1.69912 1.44103 2.82431 -0.2662 -0.0415 -0.0304
O -0.51546 1.28101 2.81126 0.1536 0.0325 0.0926
N -2.62003 0.63183 2.21628 0.0520 0.0194 -0.0488
N -2.21133 -0.40650 1.35152 -0.1438 0.0841 0.0279
H -3.78375 3.35278 4.48323 0.0058 -0.0017 0.0061
H -4.02512 1.62288 4.14888 0.0003 0.0020 0.0137
H -4.16597 2.82819 2.83836 -0.0076 -0.0008 -0.0044
H -3.53812 0.99222 2.02257 0.1086 -0.0967 -0.0097
H -1.60401 -0.01311 0.62847 -0.0125 -0.0451 0.0544
H -1.63592 -1.05031 1.89774 -0.0090 0.0171 -0.0475
O 3.34004 -0.74197 -2.61094 0.0167 -0.0094 -0.0458
C 2.86064 0.05212 -1.78415 -0.0012 -0.0150 -0.0309
O 2.99461 -0.00032 -0.53103 -0.0163 -0.1357 0.1127
C 2.04289 1.20997 -2.37006 -0.0198 0.0153 -0.0071
C 2.45957 1.64002 -3.63464 -0.0560 0.0087 0.0307
C 1.82903 2.65852 -4.32379 -0.0289 0.0015 0.0367
C 0.71301 3.25499 -3.74219 0.0193 -0.0040 -0.0455
C 0.27450 2.83251 -2.50487 -0.0246 -0.0098 0.0786
C 0.92028 1.81679 -1.76716 0.0282 -0.0079 -0.0141
S 0.17959 1.45642 -0.20415 0.1102 0.0829 -0.0740
H 3.30268 1.11886 -4.06821 0.0273 -0.0132 0.0135
H 2.19073 2.97453 -5.29564 -0.0061 0.0075 -0.0077
H 0.18182 4.04949 -4.25675 -0.0042 0.0044 0.0056
H -0.59724 3.29456 -2.05639 -0.0008 -0.0008 0.0053
O 1.86774 -2.50284 7.79890 0.0643 -0.1065 -0.0072
C 1.85701 -2.19132 6.62204 -0.1559 0.1873 0.0808
S 0.70501 -2.80404 5.44597 0.0357 -0.0366 0.0126
C 1.27484 -1.90081 4.04467 -0.0790 -0.0208 -0.1954
C 2.31328 -1.06790 4.25592 0.0724 0.1451 -0.1667
S 3.14573 -0.04114 3.10725 -0.0356 -0.0266 0.0915
S 2.93863 -1.01074 5.90346 0.0044 -0.0557 -0.0112
S 0.45447 -2.23731 2.53008 0.1758 0.0478 0.0452
C -0.28467 -1.69541 -4.07826 -0.1290 -0.0519 -0.0559
N -0.48314 -2.27313 -2.76294 0.1315 0.0088 0.0167
C -1.45760 -3.30869 -2.51343 -0.1079 0.0399 -0.0738
C 0.14521 -1.69867 -1.71092 0.1296 0.0787 -0.0294
O -0.01526 -2.02470 -0.55275 -0.1529 -0.2096 0.1535
H -0.59247 -2.42048 -4.83268 0.0614 0.0022 -0.0214
H 0.76869 -1.45714 -4.22698 0.0194 0.0204 0.0465
H -0.86405 -0.77889 -4.22322 -0.0556 -0.0004 -0.0155
H -1.64867 -3.84862 -3.44166 0.0065 -0.0209 0.0207
H -2.40215 -2.90405 -2.13596 -0.0161 0.0139 -0.0165
H -1.07641 -3.99780 -1.76138 0.0265 0.0212 0.0149
H 0.83114 -0.90740 -2.01616 -0.0072 0.0384 -0.0171
```
Forces are in eV/Å.

The net charge is -2. For the energy above the lowest of the compared OMol25 structures with the same formula, charge and spin, the calculation gives 26.9 kJ/mol. For the max |F|, the calculation gives 0.0059 hartree/bohr. The calculation puts the frontier orbital gap at 0.1971 hartree.

---

Here is 2 unconnected molecules or ions with the total composition C2H10N4O at a distorted geometry from the Open Molecules 2025 dataset. Energies are from ωB97M-V/def2-TZVPD.

Structure (XYZ):
```
17
Properties=species:S:1:pos:R:3:forces:R:3
C 1.71891 0.33439 -1.27287 -0.0460 -0.6077 -0.0019
C 1.49936 0.15056 0.20616 0.2827 2.2748 0.5377
O 2.29599 -0.36381 0.96772 -0.3437 -0.7323 -0.1466
N 0.44841 0.89270 0.72586 0.2499 -0.2858 -0.1366
N -0.45490 1.58865 -0.09238 -0.2992 -0.1295 0.1053
H 1.93995 1.37830 -1.48076 -0.1351 0.0899 0.0629
H 0.81829 0.06239 -1.81615 0.0289 0.0521 -0.2158
H 2.56877 -0.26567 -1.58497 -0.0515 -0.1252 0.0386
H 0.32720 0.85453 1.73485 0.0033 0.0061 -0.2995
H -1.36061 1.11304 -0.06562 0.2568 -0.0032 0.0677
H -0.56638 2.54956 0.22043 0.2526 -0.2072 -0.0038
N -0.97076 -1.82649 0.39266 -0.0435 -0.3589 1.0536
N -2.08046 -0.87666 0.42699 0.0487 0.2671 -0.0507
H -0.67547 -1.95796 -0.57326 0.3333 0.4904 0.5284
H -0.23983 -1.44952 1.03735 -0.6579 -0.4911 -1.5049
H -2.80436 -1.23530 -0.19535 0.1724 -0.0930 0.2677
H -2.46413 -0.94871 1.36934 -0.0517 -0.1467 -0.3020
```
Forces are in eV/Å.

For the energy above the lowest of the compared OMol25 structures with the same formula, charge and spin, the calculation gives 259.7 kJ/mol. The SMILES is CC(=O)NN.NN. For the max |F|, the calculation gives 0.0458 hartree/bohr. The calculation puts the frontier orbital gap at 0.3412 hartree.

---

Q: The lowest frontier orbital gap belongs to which entry?
A: C15H17CdN3O6S5

---

Q: Among the records above, which one has the highest max |F|?
A: C4H14NO